[1]
129
Properties=species:S:1:pos:R:3 method="wB97M-V/def2-TZVPD" orbital_gap_ev=7.7 spin_multiplicity=1 total_charge=+1 lumo_ev=-2.423 energy_ha=-3863.6201
C -2.13 5.34 -0.94
C -1.88 4.23 -2.00
S -0.16 3.74 -1.74
C 0.45 2.57 -2.97
N 0.06 1.09 -2.95
C -0.41 0.64 -1.58
C 0.65 0.65 -0.46
C 0.04 0.81 0.96
C -0.67 2.13 1.21
C 1.20 0.65 1.98
C 2.25 1.82 1.97
C 2.52 2.50 3.31
C 2.01 3.62 3.80
C 2.95 4.55 4.58
C 0.56 4.06 3.71
C 1.35 0.36 -3.28
C 1.39 -1.17 -3.02
C 2.63 -1.58 -2.14
C 3.33 -2.86 -2.69
O 2.94 -4.03 -1.98
C 1.75 -4.57 -2.41
C 0.49 -4.43 -1.57
O 1.72 -5.16 -3.43
C 1.81 0.65 -4.73
C 0.75 1.14 -5.77
I 1.57 0.63 -7.70
C -0.76 0.84 -5.48
C -1.18 -0.52 -6.18
I -3.20 -1.20 -5.79
C -0.26 -1.76 -5.98
C -0.67 -2.86 -4.98
C -1.74 1.89 -6.11
I -1.66 2.23 -8.25
C -1.65 3.33 -5.48
C -0.68 4.36 -6.11
I -3.65 4.21 -5.80
C -1.01 0.70 -3.92
Cl -2.64 1.26 -3.40
H -1.21 5.87 -0.68
H -2.88 6.02 -1.35
H -2.50 4.91 -0.01
H -2.57 3.43 -1.74
H -2.11 4.67 -2.96
H 0.24 3.00 -3.95
H 1.53 2.69 -2.91
H -0.81 -0.37 -1.64
H -1.23 1.23 -1.19
H 1.49 1.33 -0.62
H 1.05 -0.37 -0.41
H -0.63 -0.04 1.14
H -1.58 2.19 0.60
H -0.08 3.01 0.97
H -1.03 2.13 2.23
H 0.82 0.45 2.98
H 1.72 -0.27 1.66
H 3.19 1.35 1.71
H 2.05 2.54 1.17
H 3.28 2.01 3.93
H 3.94 4.56 4.15
H 2.48 5.53 4.61
H 2.95 4.18 5.62
H -0.08 3.21 3.93
H 0.30 4.49 2.74
H 0.34 4.83 4.45
H 2.16 0.72 -2.66
H 1.57 -1.74 -3.92
H 0.52 -1.63 -2.56
H 3.40 -0.80 -2.12
H 2.33 -1.86 -1.14
H 4.39 -2.73 -2.46
H 3.26 -2.96 -3.78
H -0.31 -3.91 -2.10
H 0.76 -3.96 -0.62
H 0.11 -5.42 -1.31
H 2.57 1.43 -4.69
H 2.33 -0.20 -5.17
H 0.84 2.22 -5.76
H -1.19 -0.35 -7.25
H -0.32 -2.30 -6.93
H 0.80 -1.52 -5.94
H -1.06 -2.52 -4.02
H -1.33 -3.60 -5.41
H 0.25 -3.42 -4.74
H -2.77 1.58 -6.00
H -1.59 3.35 -4.40
H -0.36 5.04 -5.31
H -1.16 4.99 -6.85
H 0.23 3.96 -6.56
H -1.11 -0.38 -3.78
C 0.41 6.48 7.76
C -0.09 5.25 8.50
C -1.23 4.55 7.77
C -2.50 5.38 7.59
C -3.13 5.90 8.88
C -3.59 4.79 9.82
H -0.36 7.25 7.67
H 1.25 6.92 8.29
H 0.74 6.21 6.75
H -0.39 5.53 9.52
H 0.73 4.54 8.61
H -1.48 3.62 8.30
H -0.87 4.24 6.78
H -3.24 4.76 7.05
H -2.29 6.23 6.93
H -4.00 6.51 8.62
H -2.44 6.56 9.40
H -4.32 4.14 9.33
H -4.07 5.21 10.71
H -2.76 4.17 10.15
C -0.21 -10.85 2.64
C -0.43 -9.50 1.97
C -1.04 -9.62 0.57
C -0.19 -10.36 -0.45
C 1.21 -9.78 -0.67
C 1.20 -8.36 -1.22
H 0.50 -11.47 2.09
H 0.19 -10.71 3.65
H -1.15 -11.41 2.73
H 0.51 -8.95 1.93
H -1.11 -8.91 2.59
H -1.26 -8.61 0.20
H -2.01 -10.12 0.65
H -0.72 -10.37 -1.41
H -0.09 -11.41 -0.15
H 1.74 -10.43 -1.38
H 1.78 -9.81 0.26
H 0.66 -8.32 -2.17
H 2.22 -8.01 -1.39
H 0.72 -7.66 -0.53

***

[2]
128
Properties=species:S:1:pos:R:3 method="wB97M-V/def2-TZVPD" orbital_gap_ev="3.9 / 5.4" spin_multiplicity=2 total_charge=-2 lumo_ev="3.592 / 3.591" energy_ha=-4536.6629
Rb 0.71 -0.32 1.21
O -0.43 3.17 0.93
S -0.93 2.56 -0.37
C -2.52 3.38 -0.57
C -2.71 4.29 -1.58
C -3.89 5.07 -1.72
C -4.85 4.96 -0.76
C -6.18 5.66 -0.60
C -6.73 5.14 0.76
C -5.73 4.09 1.21
C -5.70 3.29 2.30
C -4.63 2.36 2.42
C -3.60 2.26 1.52
P -2.45 0.82 1.60
C -2.39 0.45 3.40
C -2.07 1.47 4.30
C -1.85 1.19 5.64
C -1.93 -0.12 6.09
C -2.21 -1.14 5.20
C -2.44 -0.86 3.86
C -3.52 -0.52 0.95
C -4.90 -0.62 1.12
C -5.61 -1.65 0.52
C -4.95 -2.61 -0.25
C -3.58 -2.52 -0.42
C -2.86 -1.48 0.17
C -3.55 3.19 0.42
C -4.66 4.04 0.29
C 0.04 3.34 -1.71
C 0.50 4.80 -1.38
C 0.67 5.73 -2.51
C 0.69 5.27 -3.76
C 1.06 5.96 -5.06
C 0.85 4.89 -6.17
C 0.29 3.69 -5.44
C -0.18 2.50 -5.96
C -0.76 1.60 -5.08
C -0.85 1.82 -3.70
P -1.92 0.70 -2.71
C -3.59 1.39 -3.09
C -4.63 1.00 -2.24
C -5.91 1.49 -2.41
C -6.19 2.39 -3.43
C -5.17 2.78 -4.28
C -3.88 2.29 -4.11
C -1.99 -0.83 -3.72
C -0.90 -1.69 -3.64
C -0.90 -2.90 -4.32
C -2.01 -3.29 -5.07
C -3.11 -2.44 -5.14
C -3.10 -1.22 -4.47
C -0.23 2.97 -3.15
C 0.27 3.91 -4.07
H -1.93 4.44 -2.31
H -3.99 5.75 -2.55
H -6.85 5.41 -1.42
H -6.06 6.74 -0.60
H -7.73 4.71 0.65
H -6.81 5.94 1.49
H -6.49 3.30 3.05
H -4.65 1.68 3.26
H -1.96 2.49 3.94
H -1.59 1.99 6.32
H -1.74 -0.35 7.14
H -2.23 -2.17 5.54
H -2.62 -1.68 3.17
H -5.43 0.12 1.70
H -6.69 -1.71 0.65
H -5.51 -3.40 -0.72
H -3.04 -3.25 -1.01
H -1.79 -1.45 0.01
H 0.11 5.20 -0.44
H 0.89 6.77 -2.29
H 2.11 6.28 -5.02
H 0.46 6.85 -5.24
H 1.79 4.64 -6.66
H 0.16 5.23 -6.95
H -0.14 2.28 -7.02
H -1.19 0.69 -5.48
H -4.41 0.32 -1.42
H -6.70 1.18 -1.72
H -7.19 2.78 -3.56
H -5.37 3.49 -5.08
H -3.09 2.62 -4.78
H -0.04 -1.41 -3.05
H -0.04 -3.55 -4.24
H -2.01 -4.24 -5.59
H -3.98 -2.73 -5.72
H -3.97 -0.58 -4.54
O -0.29 -3.43 2.30
H -0.13 -3.10 1.39
H 0.59 -3.58 2.67
O 0.91 1.74 3.01
H 1.72 1.47 2.55
H 0.46 2.31 2.35
O 0.88 0.06 -1.33
H 0.62 -0.82 -0.96
H 1.78 -0.08 -1.67
S 2.98 3.22 -1.68
C 1.41 3.64 -1.31
F 0.12 -2.24 -0.19
O 3.13 0.14 1.96
C 3.09 -0.73 2.83
C 3.41 -0.44 4.30
C 3.13 -1.77 4.98
C 2.70 -2.67 3.82
O 2.33 -3.83 3.98
N 2.72 -2.02 2.62
H 2.78 0.38 4.63
H 4.45 -0.11 4.37
H 2.30 -1.72 5.69
H 3.98 -2.22 5.49
N 3.23 -1.63 -2.25
C 3.27 -2.68 -1.76
N 3.30 -3.89 -1.23
C 2.13 -4.48 -0.57
C 2.56 -5.02 0.78
O 3.69 -5.90 0.65
C 4.80 -5.19 0.15
C 4.52 -4.68 -1.25
H 1.76 -5.30 -1.19
H 1.36 -3.71 -0.46
H 1.76 -5.60 1.23
H 2.81 -4.19 1.45
H 5.65 -5.88 0.14
H 5.03 -4.34 0.81
H 4.39 -5.54 -1.92
H 5.34 -4.07 -1.62

***

[3]
21
Properties=species:S:1:pos:R:3 method="wB97M-V/def2-TZVPD" orbital_gap_ev="5.6 / 6.3" spin_multiplicity=6 total_charge=-2 relative_energy_kcal_mol=0.0 lumo_ev="4.019 / 4.010" energy_ha=-7728.4093
Fe 1.49 -0.18 0.16
S 4.17 3.18 2.01
C 3.20 1.97 1.43
S 3.70 0.39 0.97
S 1.49 2.09 1.13
Cl -0.37 -1.91 1.54
C -1.34 -0.67 0.76
C -0.62 0.24 0.00
C -1.39 1.18 -0.67
Cl -0.60 2.30 -1.75
C -2.78 1.25 -0.54
Cl -3.70 2.46 -1.38
C -3.44 0.33 0.27
Cl -5.17 0.40 0.45
C -2.72 -0.66 0.93
Cl -3.52 -1.82 1.92
O 1.31 -3.31 -2.04
Se 2.37 -2.20 -1.51
O 1.72 -0.64 -1.72
O 2.36 -2.09 0.17
O 3.84 -2.31 -2.13

***

[4]
16
Properties=species:S:1:pos:R:3 method="wB97M-V/def2-TZVPD" orbital_gap_ev=11.0 spin_multiplicity=1 relative_energy_kcal_mol=23.7 lumo_ev=1.050 smiles=C[C@H]1C[C@@H](O)C1 energy_ha=-271.7148
C -0.61 -0.29 1.85
C 0.13 0.49 0.76
C 1.06 -0.35 -0.15
C 0.35 0.18 -1.42
O -0.28 -0.88 -2.13
C -0.67 0.90 -0.51
H 0.09 -0.68 2.60
H -1.13 -1.15 1.41
H -1.35 0.32 2.37
H 0.63 1.36 1.22
H 0.73 -1.39 -0.13
H 2.15 -0.31 0.00
H 0.91 0.82 -2.12
H 0.41 -1.42 -2.52
H -0.79 1.98 -0.65
H -1.64 0.41 -0.59

***

[5]
112
Properties=species:S:1:pos:R:3 method="wB97M-V/def2-TZVPD" orbital_gap_ev=5.2 spin_multiplicity=1 total_charge=-2 relative_energy_kcal_mol=0.0 lumo_ev=3.804 energy_ha=-3702.8949
Ba 1.22 0.29 -0.04
C 1.48 -1.03 3.28
N 1.31 0.38 2.99
C 2.35 1.18 3.61
C 0.00 0.91 3.21
C -0.90 0.29 4.07
C -2.20 0.77 4.23
C -2.60 1.86 3.49
C -1.72 2.49 2.62
C -0.38 2.07 2.47
N 0.55 2.58 1.59
C 0.49 3.86 1.12
C -0.25 4.93 1.67
C -0.31 6.18 1.08
C 0.39 6.45 -0.09
C 1.21 5.44 -0.61
C 1.30 4.19 -0.02
N 2.22 3.20 -0.51
C 2.70 3.40 -1.86
C 3.35 3.05 0.41
H 1.44 -1.27 4.35
H 2.47 -1.33 2.92
H 0.73 -1.60 2.73
H 2.36 1.05 4.71
H 2.18 2.23 3.39
H 3.32 0.90 3.21
H -0.59 -0.59 4.61
H -2.89 0.26 4.90
H -3.62 2.22 3.54
H -2.08 3.29 2.00
H -0.80 4.77 2.58
H -0.92 6.96 1.54
H 0.32 7.41 -0.59
H 1.79 5.65 -1.49
H 3.40 4.25 -1.93
H 1.87 3.56 -2.54
H 3.23 2.50 -2.18
H 3.96 3.97 0.44
H 3.97 2.22 0.10
H 2.98 2.84 1.41
Cl 7.72 -3.88 3.07
C 6.55 -2.77 2.37
C 6.76 -1.39 2.51
C 5.86 -0.52 1.97
Cl 6.14 1.19 2.14
C 4.66 -0.92 1.26
O 3.85 -0.09 0.81
C 4.52 -2.35 1.15
C 3.41 -2.95 0.43
O 2.48 -2.38 -0.11
C 5.45 -3.24 1.70
H 7.63 -1.02 3.03
H 3.45 -4.06 0.39
H 5.30 -4.30 1.59
I 2.48 -0.90 -3.37
C 1.32 0.30 -4.64
C 1.47 0.16 -5.99
C 0.71 0.97 -6.86
C -0.16 1.89 -6.35
C -0.33 2.04 -4.95
C -1.21 3.00 -4.41
C -1.34 3.13 -3.06
C -0.60 2.29 -2.19
C 0.29 1.32 -2.62
C 0.42 1.22 -4.04
H 2.17 -0.56 -6.40
H 0.83 0.86 -7.93
H -0.75 2.52 -7.01
H -1.78 3.64 -5.09
H -2.01 3.88 -2.64
H -0.75 2.45 -1.12
C -3.08 0.39 -0.69
C -3.55 -0.96 -0.13
C -4.74 -1.47 -0.94
C -4.04 -0.64 1.29
P -1.98 -2.06 -0.01
N -0.74 -1.29 0.45
C -1.77 -2.87 -1.74
C -2.76 -3.95 -2.17
C -1.78 -1.75 -2.80
C -0.35 -3.46 -1.80
C -2.42 -3.49 1.19
C -1.36 -4.59 1.03
C -2.23 -2.95 2.62
C -3.81 -4.14 1.09
H -3.93 1.09 -0.68
H -2.69 0.35 -1.70
H -2.30 0.80 -0.05
H -5.57 -0.76 -0.83
H -5.09 -2.45 -0.60
H -4.51 -1.55 -2.01
H -4.74 0.20 1.24
H -3.21 -0.34 1.93
H -4.57 -1.48 1.76
H -3.80 -3.61 -2.15
H -2.69 -4.85 -1.55
H -2.53 -4.25 -3.20
H -2.77 -1.33 -2.96
H -1.45 -2.17 -3.76
H -1.10 -0.94 -2.54
H -0.27 -4.42 -1.30
H 0.37 -2.78 -1.35
H -0.07 -3.61 -2.85
H -0.36 -4.15 1.01
H -1.51 -5.18 0.13
H -1.43 -5.27 1.88
H -1.30 -2.37 2.66
H -2.18 -3.79 3.32
H -3.04 -2.29 2.94
H -4.01 -4.54 0.10
H -4.61 -3.44 1.34
H -3.87 -4.97 1.81